Record 1
Entry from the OMol25 dataset: a 14-piece molecular cluster, C6H39NO14 overall in a non-equilibrium geometry (the ωB97M-V functional and the def2-TZVPD basis).

The geometry in XYZ format:
```
60
Properties=species:S:1:pos:R:3:nbo_charge:R:1
O 0.77 -0.38 0.83 -0.716
C 0.67 0.20 -0.25 0.712
N -0.42 0.13 -1.04 -0.645
C -1.56 -0.86 -0.60 -0.210
C -2.63 -0.23 0.34 -0.231
C -2.13 0.05 1.76 -0.609
C -3.85 -1.19 0.38 -0.634
C 1.84 1.03 -0.76 -0.704
H -0.84 0.69 -1.76 0.419
H -2.10 -0.75 -1.54 0.194
H -1.10 -1.78 -0.30 0.238
H -2.93 0.62 -0.27 0.203
H -2.74 0.82 2.24 0.201
H -1.15 0.53 1.65 0.196
H -2.03 -0.83 2.36 0.227
H -4.12 -1.60 1.35 0.214
H -3.86 -1.90 -0.44 0.234
H -4.77 -0.56 0.26 0.213
H 2.51 0.43 -1.40 0.244
H 2.42 1.53 0.01 0.225
H 1.46 1.81 -1.44 0.234
H 0.57 -1.99 3.65 0.475
H 0.56 -0.96 2.44 0.516
O 0.64 -1.06 3.43 -0.989
H 1.98 -1.68 -2.65 0.447
H 1.67 -1.19 -4.02 0.478
O 2.30 -1.76 -3.56 -0.922
H -0.09 3.58 0.67 0.509
H 0.77 4.44 -0.08 0.498
O -0.08 3.97 -0.23 -1.013
H 3.46 -2.35 1.88 0.502
H 3.58 -3.24 0.59 0.480
O 3.11 -3.13 1.41 -0.995
H -1.03 3.74 -1.85 0.506
H -2.22 3.69 -2.71 0.477
O -1.41 3.18 -2.55 -0.984
H -1.22 2.06 2.32 0.508
H -1.35 3.48 2.57 0.486
O -0.65 2.84 2.34 -0.975
H 0.39 0.99 -4.59 0.466
H 0.11 1.81 -3.34 0.481
O 0.82 1.52 -3.91 -0.946
H 2.37 2.98 2.16 0.469
H 1.09 3.63 2.44 0.491
O 1.90 3.79 1.92 -0.964
H 1.26 -3.79 -1.31 0.474
H 2.40 -3.06 -2.00 0.458
O 2.21 -3.85 -1.46 -0.934
H -2.28 -3.86 -0.52 0.478
H -1.76 -4.09 -1.88 0.468
O -2.57 -3.82 -1.43 -0.942
H 0.06 -4.13 1.38 0.485
H 0.63 -2.95 0.70 0.504
O -0.09 -3.60 0.57 -0.985
H 2.45 -0.70 3.24 0.499
H 2.96 0.18 2.22 0.465
O 3.23 -0.66 2.65 -0.972
H -2.36 2.87 -0.54 0.478
H -2.94 4.03 0.13 0.467
O -2.97 3.06 0.21 -0.949
```

Properties
orbital gap = 9.995 eV
HOMO energy = -10.12 eV
LUMO energy = -0.129 eV

---

Record 2
Entry from the OMol25 dataset: a 15-piece molecular cluster, C6H39NO14 overall in a non-equilibrium geometry (the ωB97M-V functional and the def2-TZVPD basis).

The geometry in XYZ format:
```
60
Properties=species:S:1:pos:R:3:nbo_charge:R:1
C -1.82 -1.14 -1.08 -0.757
C -1.05 -0.49 0.01 0.278
C -1.40 0.78 0.49 0.117
N -2.51 1.40 0.14 -0.688
C 0.15 -1.21 0.53 -0.530
C -0.11 -2.53 1.19 -0.183
C 0.44 -2.96 2.32 -0.372
H -1.67 -0.69 -2.06 0.290
H -1.53 -2.19 -1.19 0.264
H -2.88 -1.24 -0.85 0.259
H -0.72 1.31 1.13 0.220
H -3.01 1.17 -0.74 0.462
H -2.42 2.42 0.09 0.421
H 0.74 -0.49 1.08 0.246
H 0.83 -1.40 -0.31 0.256
H -0.94 -3.08 0.75 0.204
H 0.29 -4.00 2.60 0.223
H 1.31 -2.48 2.75 0.212
H 2.53 1.53 -3.06 0.518
H 2.91 0.73 -4.25 0.490
O 2.35 0.68 -3.47 -0.974
H 0.38 -1.26 -2.31 0.452
H 1.07 -0.38 -3.36 0.515
O 0.38 -1.08 -3.25 -0.987
H 0.27 2.25 -1.45 0.480
H 1.78 2.58 -1.09 0.510
O 1.16 1.90 -1.38 -0.982
H 4.28 1.01 -1.87 0.488
H 4.15 1.96 -0.65 0.492
O 4.11 1.92 -1.61 -0.975
H -3.60 -0.38 3.31 0.520
H -3.22 0.60 2.16 0.486
O -2.86 0.00 2.82 -0.969
H 1.63 2.42 3.27 0.491
H 0.96 1.35 2.47 0.484
O 1.73 1.94 2.44 -0.970
H -1.03 0.89 -4.79 0.484
H -0.42 0.86 -3.46 0.479
O -0.90 1.48 -4.04 -0.953
H -0.13 3.35 1.72 0.448
H 0.03 4.81 1.92 0.479
O 0.29 4.10 1.31 -0.925
H 0.02 -0.60 4.09 0.495
H -1.31 -0.07 3.40 0.510
O -0.33 0.00 3.42 -1.024
H 3.02 0.81 1.30 0.494
H 2.51 0.62 -0.12 0.474
O 3.16 0.27 0.50 -0.971
H -4.28 0.59 -2.96 0.504
H -2.73 1.02 -3.25 0.518
O -3.46 0.96 -2.62 -1.010
H 2.63 -0.07 3.33 0.477
H 2.80 -1.33 2.38 0.476
O 3.03 -0.93 3.22 -0.947
H -0.18 -3.03 -2.88 0.472
H 0.42 -4.44 -2.96 0.480
O -0.39 -3.96 -2.76 -0.953
H -2.34 -3.08 3.13 0.478
H -3.07 -2.33 2.03 0.460
O -3.21 -2.75 2.88 -0.935
```

Properties
2S+1 = 2
orbital gap (spin up / spin down) = 10.120 / 6.700 eV
expectation value of S² = 0.7557
HOMO energy (spin up / spin down) = -13.29 / -13.27 eV
net charge = +1
LUMO energy (spin up / spin down) = -3.174 / -6.566 eV

---

Record 3
Entry from the OMol25 dataset: C6H3FO8Y as an isolated structure in a non-equilibrium geometry (the ωB97M-V functional and the def2-TZVPD basis).

The geometry in XYZ format:
```
19
Properties=species:S:1:pos:R:3:nbo_charge:R:1
C 2.63 0.83 -0.49 0.805
C 1.86 -0.44 -0.78 -0.145
O 2.60 -1.48 -0.14 -0.471
C 3.49 -0.97 0.72 0.959
O 3.57 0.35 0.61 -0.495
O 4.02 -1.62 1.58 -0.536
O 1.97 1.91 -0.22 -0.954
F 3.55 1.07 -1.52 -0.335
H 1.78 -0.64 -1.85 0.234
O -1.85 1.65 0.35 -0.911
C -2.56 0.60 0.29 0.526
C -2.36 -0.74 0.37 -0.053
O -3.60 -1.32 0.68 -0.441
C -4.55 -0.40 0.45 0.951
O -5.71 -0.63 0.26 -0.531
O -3.95 0.79 0.26 -0.474
Y 0.02 2.88 0.01 2.475
H 0.76 -0.46 -0.40 0.167
H -1.68 -1.39 -0.18 0.230
```

Properties
orbital gap (spin up / spin down) = 4.287 / 4.288 eV
HOMO energy (spin up / spin down) = -12.08 / -12.09 eV
net charge = +1
LUMO energy (spin up / spin down) = -7.797 / -7.797 eV

---

Record 4
Entry from the OMol25 dataset: a 2-piece molecular cluster, C6H3I overall in a non-equilibrium geometry (the ωB97M-V functional and the def2-TZVPD basis).

The geometry in XYZ format:
```
10
Properties=species:S:1:pos:R:3:nbo_charge:R:1
C 1.62 0.63 2.60 -0.298
C 2.76 0.86 2.74 -0.101
C 1.17 0.57 -0.90 -0.164
C 0.33 0.36 -0.09 -0.033
C -0.66 -0.21 0.76 -0.735
C -0.38 -0.06 2.17 0.090
I -0.79 -1.69 3.44 0.366
H 1.95 1.11 -1.57 0.269
H -1.63 0.31 0.52 0.311
H -0.68 -1.17 0.30 0.294
```

Properties
orbital gap (spin up / spin down) = 5.643 / 5.604 eV
HOMO energy (spin up / spin down) = -9.09 / -9.04 eV
LUMO energy (spin up / spin down) = -3.442 / -3.441 eV

---

Record 5
Entry from the OMol25 dataset: one molecule with the formula C6H3N3OS2 in a non-equilibrium geometry (the ωB97M-V functional and the def2-TZVPD basis).

The geometry in XYZ format:
```
15
Properties=species:S:1:pos:R:3:nbo_charge:R:1
O -3.13 -1.69 -0.81 -0.523
C -2.31 -0.86 -0.60 0.532
N -0.98 -1.09 -0.25 -0.502
C -0.23 -0.07 -0.06 0.140
C 1.19 -0.20 0.32 0.061
C 1.78 -1.46 0.50 0.045
N 3.08 -1.56 0.84 -0.368
C 3.74 -0.43 1.01 0.013
C 3.15 0.82 0.82 0.001
N 1.87 0.94 0.48 -0.360
S -0.83 1.57 -0.24 0.236
S -2.70 0.92 -0.73 0.073
H 1.21 -2.40 0.36 0.236
H 4.80 -0.49 1.29 0.207
H 3.73 1.75 0.96 0.210
```

Properties
SMILES = O=c1nc(-c2cnccn2)ss1
orbital gap = 8.116 eV
HOMO energy = -9.21 eV
LUMO energy = -1.090 eV

---

Energy relative to the best compared isomer or geometry (same formula, charge and spin) values, unit eV, following the record order: 3.210; 0.245; 0.448; 7.792; 0.000.